Record 1
19
Properties=species:S:1:pos:R:3 method="wB97M-V/def2-TZVPD" e_above_lowest_kcal_mol=109.1 orbital_gap_ev=9.60 lumo_energy_ha=0.0351 total_charge=0 smiles="CNN(N)N.C=C=N"
C 2.60987 0.39919 0.20388
C 2.24787 -0.83894 0.47421
N 2.22172 -1.99074 0.88193
H 1.33025 -2.46310 0.99048
H 0.51931 -0.66015 -0.36357
H 2.98213 0.64691 -0.77724
H 2.91014 1.05900 1.00047
H 0.61659 1.50827 -0.69744
N -1.22146 -0.29296 0.49635
N -2.45294 -0.95472 0.26280
N -1.42760 0.97542 1.07856
C -0.16145 0.95645 -1.33524
N -0.43010 -0.29466 -0.68743
H -2.85670 -0.67145 -0.63349
H -2.26907 -1.95049 0.23144
H -1.64923 0.82905 2.05703
H -2.21520 1.46027 0.64374
H -1.07406 1.51888 -1.53497
H 0.31992 0.76375 -2.29151

Record 2
22
Properties=species:S:1:pos:R:3 method="wB97M-V/def2-TZVPD" e_above_lowest_kcal_mol=17.6 spin_multiplicity=3 orbital_gap_ev="5.92 / 6.57" lumo_energy_ha="-0.2268 / -0.4072" total_charge=+2
C -2.23589 -0.60097 -0.09739
C 3.17665 -1.14591 -0.05962
C 0.62561 1.20846 0.06507
N -3.45434 -0.60598 0.31636
N -1.96770 -0.98167 -1.30943
N 4.17411 -0.83126 -0.61455
N 0.00287 2.36550 0.32974
N 0.07232 0.05659 0.17434
N 2.15737 -1.33652 0.66408
N -1.22047 -0.04315 0.63884
O 1.92005 1.23522 -0.17821
H -4.24876 -1.04520 -0.18549
H -3.73066 0.15805 1.05611
H -2.63110 -1.58986 -1.80089
H -0.98358 -1.05652 -1.67923
H 2.15045 2.16077 -0.40659
H 4.73840 -1.03749 -1.34689
H -1.07563 2.53528 0.19959
H 0.42155 3.17932 0.71897
H 1.29782 -0.58048 0.51700
H 2.19915 -2.02007 1.41747
H -1.38821 -0.02412 1.58070

Record 3
16
Properties=species:S:1:pos:R:3 method="wB97M-V/def2-TZVPD" e_above_lowest_kcal_mol=18.8 orbital_gap_ev=10.33 lumo_energy_ha=0.0354 total_charge=0 smiles=NCO.CC
C 1.72992 -0.17878 2.01409
C 0.73372 0.33163 3.03439
H 2.63663 0.43221 1.99380
H 1.33951 -0.19034 0.99841
H 2.03585 -1.20715 2.19884
H 0.60575 1.41342 2.86998
H -0.26282 -0.09582 2.98268
H 1.09943 0.33387 4.06749
N -0.33298 -0.94715 -1.19631
C -0.99125 0.26985 -1.35629
O -1.40044 0.52043 -2.74022
H -0.83800 -1.74440 -0.85931
H 0.46210 -1.21773 -1.75558
H -1.89416 0.22955 -0.76299
H -0.38302 1.13445 -1.07664
H -1.03448 1.35581 -3.04752

Record 4
16
Properties=species:S:1:pos:R:3 method="wB97M-V/def2-TZVPD" e_above_lowest_kcal_mol=131.8 spin_multiplicity=2 orbital_gap_ev="9.95 / 6.85" lumo_energy_ha="-0.2022 / -0.3150" total_charge=+1
C -0.48509 0.26694 1.36763
N 0.22389 -0.84514 0.68589
C 1.55432 -0.35303 0.14190
C -0.47632 -1.14100 -0.57627
H -0.14444 0.32425 2.40703
H -1.53770 -0.02986 1.43082
H -0.45874 1.25704 0.87933
H 2.02545 -1.18850 -0.36752
H 1.35131 0.53475 -0.47736
H 2.16321 -0.06394 0.99110
H -0.29824 -0.39691 -1.41169
H -1.55874 -1.30054 -0.62703
H 0.04838 -2.04890 -0.91625
H -0.45021 2.58500 -1.63118
H -1.50052 0.71856 -0.60920
O -0.45656 1.68128 -1.28719

Record 5
16
Properties=species:S:1:pos:R:3 method="wB97M-V/def2-TZVPD" e_above_lowest_kcal_mol=55.7 spin_multiplicity=2 orbital_gap_ev="11.69 / 6.14" lumo_energy_ha="-0.1250 / -0.3288" total_charge=+1
C 0.80700 0.75604 0.36066
C -0.24799 0.10564 1.13958
C -0.61118 1.01479 2.41582
N 0.62912 0.27444 -1.13004
H 0.76476 2.01135 0.56897
H 1.92175 0.56832 0.60287
H -1.11605 0.15978 0.55387
H 0.08365 -0.90029 1.17762
H 0.22905 1.02403 3.15055
H -0.96318 2.00384 2.02057
H -1.46973 0.61242 2.93805
H 1.55108 0.28498 -1.59503
H 0.21654 -0.64543 -1.08945
H -0.91813 -2.63488 -3.04628
H -0.61808 -2.25815 -4.45537
O -0.25859 -2.37687 -3.61239

Record 6
17
Properties=species:S:1:pos:R:3 method="wB97M-V/def2-TZVPD" e_above_lowest_kcal_mol=38.1 orbital_gap_ev=8.07 lumo_energy_ha=0.0183 total_charge=0 smiles="C/C=C/N.O.O"
C 1.76206 -0.69345 -1.79846
C 1.14752 -0.52828 -0.46085
C 0.54083 -1.53839 0.25529
N -0.05093 -1.30770 1.52651
H 1.21844 -1.47062 -2.39634
H 2.77331 -1.11152 -1.73179
H 1.91496 0.30422 -2.33738
H 1.11684 0.57095 -0.41503
H 0.67967 -2.66947 0.03063
H -0.59115 -2.11596 2.00701
H -0.72676 -0.47463 1.34193
H -1.65303 1.66367 1.55422
H -2.71462 0.86059 2.20006
O -1.77214 0.96448 2.22467
H -0.58512 3.01311 -0.70314
H -1.67186 1.97006 -0.97872
O -1.38802 2.56294 -0.31859

Please write out number 6 again, unchanged.
17
Properties=species:S:1:pos:R:3 method="wB97M-V/def2-TZVPD" e_above_lowest_kcal_mol=38.1 orbital_gap_ev=8.07 lumo_energy_ha=0.0183 total_charge=0 smiles="C/C=C/N.O.O"
C 1.76206 -0.69345 -1.79846
C 1.14752 -0.52828 -0.46085
C 0.54083 -1.53839 0.25529
N -0.05093 -1.30770 1.52651
H 1.21844 -1.47062 -2.39634
H 2.77331 -1.11152 -1.73179
H 1.91496 0.30422 -2.33738
H 1.11684 0.57095 -0.41503
H 0.67967 -2.66947 0.03063
H -0.59115 -2.11596 2.00701
H -0.72676 -0.47463 1.34193
H -1.65303 1.66367 1.55422
H -2.71462 0.86059 2.20006
O -1.77214 0.96448 2.22467
H -0.58512 3.01311 -0.70314
H -1.67186 1.97006 -0.97872
O -1.38802 2.56294 -0.31859